DFT (ωB97M-V with the def2-TZVPD basis set) results for a structure of composition C24H17N5S6W.

Calculated values
highest occupied orbital energy	-7.50	eV
energy relative to the best compared isomer or geometry (same formula, charge and spin)	273.4	kJ/mol
frontier orbital gap	0.2177	Eh
F_max	0.026	hartree/bohr

The geometry in ORCA input format:
```
! wB97M-V def2-TZVPD RIJCOSX def2/J DEFGRID3
* xyz 0 1
W -1.04 -0.31 -0.57
C -4.06 3.60 2.36
C -3.96 3.47 0.99
C -2.94 2.71 0.42
C -2.02 2.08 1.23
C -2.14 2.18 2.61
C -3.15 2.93 3.18
N -0.97 1.24 0.68
C 0.29 1.34 1.35
C 0.81 2.50 1.91
C 2.10 2.48 2.42
C 2.87 1.33 2.37
C 2.35 0.18 1.79
C 1.06 0.20 1.30
N 0.52 -0.90 0.57
N -0.62 -1.49 1.12
C -0.83 -2.69 0.37
C -1.27 -3.89 0.86
C -1.38 -4.94 -0.04
C -1.07 -4.74 -1.39
C -0.70 -3.48 -1.81
N -0.60 -2.48 -0.93
H -4.85 4.20 2.80
H -4.67 3.96 0.34
H -2.88 2.60 -0.65
H -1.45 1.64 3.25
H -3.24 2.99 4.25
H 0.23 3.42 1.92
H 2.51 3.39 2.85
H 3.88 1.33 2.76
H 2.94 -0.73 1.71
H -1.51 -3.99 1.91
H -1.71 -5.91 0.30
H -1.13 -5.54 -2.10
H -0.50 -3.24 -2.84
S -0.76 2.50 -2.20
C 0.64 1.60 -2.14
N 0.72 0.34 -1.69
C 2.02 -0.21 -1.83
C 2.45 -1.50 -1.55
C 3.77 -1.84 -1.78
C 4.68 -0.90 -2.29
C 4.26 0.38 -2.59
C 2.93 0.70 -2.36
S 2.15 2.22 -2.70
H 1.77 -2.23 -1.15
H 4.11 -2.84 -1.56
H 5.72 -1.18 -2.45
H 4.95 1.11 -2.99
S -1.20 -1.06 -4.16
S -2.25 -0.38 -2.73
S -3.35 -0.36 0.14
S -3.44 -1.82 -1.26
*
```

In elementary charge units, the Löwdin charges are: atom 1 (W): 1.296, atom 2 (C): -0.084, atom 3 (C): -0.070, atom 4 (C): -0.114, atom 5 (C): -0.351, atom 6 (C): -0.034, atom 7 (C): -0.073, atom 8 (N): -0.147, atom 9 (C): -0.246, atom 10 (C): -0.011, atom 11 (C): -0.070, atom 12 (C): -0.077, atom 13 (C): -0.011, atom 14 (C): -0.239, atom 15 (N): -0.169, atom 16 (N): -0.062, atom 17 (C): -0.418, atom 18 (C): 0.007, atom 19 (C): -0.035, atom 20 (C): -0.040, atom 21 (C): -0.157, atom 22 (N): -0.097, atom 23 (H): 0.102, atom 24 (H): 0.108, atom 25 (H): 0.044, atom 26 (H): 0.122, atom 27 (H): 0.104, atom 28 (H): 0.123, atom 29 (H): 0.106, atom 30 (H): 0.103, atom 31 (H): 0.117, atom 32 (H): 0.124, atom 33 (H): 0.116, atom 34 (H): 0.113, atom 35 (H): 0.060, atom 36 (S): 0.604, atom 37 (C): -1.184, atom 38 (N): -0.175, atom 39 (C): -0.286, atom 40 (C): -0.033, atom 41 (C): -0.079, atom 42 (C): -0.090, atom 43 (C): -0.089, atom 44 (C): -0.470, atom 45 (S): 1.048, atom 46 (H): 0.083, atom 47 (H): 0.102, atom 48 (H): 0.102, atom 49 (H): 0.109, atom 50 (S): 0.081, atom 51 (S): -0.124, atom 52 (S): 0.160, atom 53 (S): 0.104

=====

DFT (ωB97M-V with the def2-TZVPD basis set) results for a structure of composition C24H18AlBrClO16.

Calculated values
highest occupied orbital energy	-5.93	eV
frontier orbital gap	0.2130	Eh
F_max	0.010	hartree/bohr

The geometry in ORCA input format:
```
! wB97M-V def2-TZVPD RIJCOSX def2/J DEFGRID3
* xyz -1 1
Cl 1.65 0.83 1.76
Al 1.96 1.06 3.95
Br 4.33 1.25 4.13
H 1.51 -0.29 4.65
H 1.24 2.40 4.44
C -1.52 1.06 0.06
C -1.66 1.48 -1.21
C -2.97 2.00 -1.78
O -2.95 2.36 -2.95
C -4.14 2.05 -0.93
C -4.01 1.63 0.34
C -2.68 1.11 0.91
O -2.73 0.77 2.08
O -4.98 1.62 1.23
O -0.68 1.49 -2.10
H -0.58 0.71 0.46
H -5.07 2.42 -1.34
H -4.58 1.29 2.06
H -1.08 1.85 -2.92
C 2.36 -3.33 1.34
C 2.41 -3.62 0.04
C 3.36 -2.92 -0.92
O 3.30 -3.31 -2.09
C 4.21 -1.88 -0.45
C 4.16 -1.56 0.86
C 3.25 -2.30 1.85
O 3.34 -1.96 3.00
O 4.86 -0.61 1.40
O 1.67 -4.55 -0.56
H 1.69 -3.83 2.03
H 4.85 -1.37 -1.15
H 4.59 -0.49 2.35
H 1.94 -4.53 -1.50
C 4.54 -5.39 -6.32
C 4.22 -4.38 -5.49
C 5.07 -3.11 -5.39
O 4.65 -2.24 -4.66
C 6.28 -3.02 -6.18
C 6.60 -4.04 -6.99
C 5.74 -5.28 -7.12
O 6.14 -6.12 -7.91
O 7.68 -4.08 -7.76
O 3.16 -4.40 -4.73
H 3.94 -6.29 -6.41
H 6.89 -2.13 -6.09
H 7.62 -4.94 -8.23
H 3.17 -3.60 -4.15
C -6.89 3.51 5.40
C -7.52 4.57 5.93
C -7.29 6.00 5.44
O -7.95 6.85 6.00
C -6.36 6.23 4.37
C -5.72 5.17 3.84
C -5.96 3.74 4.33
O -5.32 2.88 3.74
O -4.85 5.24 2.86
O -8.39 4.51 6.92
H -7.05 2.50 5.75
H -6.19 7.24 4.03
H -4.56 4.32 2.69
H -8.67 5.44 7.07
*
```

In elementary charge units, the Löwdin charges are: atom 1 (Cl): 0.116, atom 2 (Al): -0.467, atom 3 (Br): 0.123, atom 4 (H): -0.132, atom 5 (H): -0.148, atom 6 (C): 0.067, atom 7 (C): -0.226, atom 8 (C): -0.317, atom 9 (O): 0.081, atom 10 (C): 0.059, atom 11 (C): -0.231, atom 12 (C): -0.296, atom 13 (O): 0.114, atom 14 (O): 0.092, atom 15 (O): 0.113, atom 16 (H): 0.053, atom 17 (H): 0.129, atom 18 (H): 0.102, atom 19 (H): 0.113, atom 20 (C): 0.077, atom 21 (C): -0.231, atom 22 (C): -0.301, atom 23 (O): 0.044, atom 24 (C): 0.066, atom 25 (C): -0.245, atom 26 (C): -0.332, atom 27 (O): 0.062, atom 28 (O): 0.082, atom 29 (O): 0.096, atom 30 (H): 0.135, atom 31 (H): 0.132, atom 32 (H): 0.009, atom 33 (H): 0.107, atom 34 (C): 0.062, atom 35 (C): -0.224, atom 36 (C): -0.308, atom 37 (O): 0.119, atom 38 (C): 0.069, atom 39 (C): -0.239, atom 40 (C): -0.321, atom 41 (O): 0.079, atom 42 (O): 0.102, atom 43 (O): 0.118, atom 44 (H): 0.132, atom 45 (H): 0.133, atom 46 (H): 0.113, atom 47 (H): 0.095, atom 48 (C): 0.074, atom 49 (C): -0.232, atom 50 (C): -0.314, atom 51 (O): 0.089, atom 52 (C): 0.067, atom 53 (C): -0.223, atom 54 (C): -0.293, atom 55 (O): 0.106, atom 56 (O): 0.131, atom 57 (O): 0.111, atom 58 (H): 0.136, atom 59 (H): 0.134, atom 60 (H): 0.122, atom 61 (H): 0.117

=====

DFT (ωB97M-V with the def2-TZVPD basis set) results for a structure of composition C24H18AlN4O2SbSe4.

Calculated values
highest occupied orbital energy	-0.18	eV
energy relative to the best compared isomer or geometry (same formula, charge and spin)	30.4	kJ/mol
frontier orbital gap	0.1405	Eh
F_max	0.083	hartree/bohr

The geometry in ORCA input format:
```
! wB97M-V def2-TZVPD RIJCOSX def2/J DEFGRID3
* xyz -2 1
Al -12.04 1.07 13.38
C -8.44 -1.37 9.93
C -9.07 -0.14 9.62
C -9.67 0.68 10.57
C -9.56 0.40 11.94
C -8.79 -0.80 12.25
C -8.30 -1.65 11.31
N -10.24 1.07 12.97
C -9.48 1.60 13.97
C -8.13 1.99 13.78
C -7.44 2.51 14.88
C -7.99 2.62 16.12
C -9.40 2.34 16.31
C -10.12 1.89 15.18
N -11.43 1.42 15.15
N -12.16 1.45 16.25
C -13.38 0.95 15.91
C -14.47 0.97 16.74
C -15.68 0.43 16.30
C -15.80 -0.11 14.95
C -14.64 -0.12 14.18
N -13.51 0.43 14.60
H -8.21 -2.05 9.18
H -8.99 0.26 8.60
H -10.09 1.62 10.24
H -8.47 -0.96 13.31
H -7.93 -2.61 11.64
H -7.62 1.75 12.83
H -6.47 2.91 14.73
H -7.40 2.85 16.98
H -9.86 2.34 17.30
H -14.41 1.41 17.73
H -16.49 0.43 16.98
H -16.71 -0.44 14.47
H -14.62 -0.60 13.16
Se -19.53 -1.55 13.09
Sb -18.71 -3.86 11.99
Se -18.06 -1.01 11.14
Se -17.64 -2.94 9.75
Se -16.49 -3.63 13.15
O -12.76 2.93 12.92
C -13.31 2.31 11.93
O -13.00 1.03 11.82
C -14.22 2.82 10.97
C -14.89 2.03 10.10
C -15.73 2.58 9.16
C -15.97 3.95 9.12
C -15.39 4.76 10.14
C -14.49 4.21 11.04
H -14.72 0.95 10.10
H -16.24 1.96 8.41
H -16.57 4.45 8.37
H -15.63 5.82 10.21
H -14.04 4.79 11.82
*
```

In elementary charge units, the Löwdin charges are: atom 1 (Al): 0.197, atom 2 (C): -0.098, atom 3 (C): -0.111, atom 4 (C): -0.037, atom 5 (C): -0.243, atom 6 (C): -0.031, atom 7 (C): -0.119, atom 8 (N): 0.027, atom 9 (C): -0.259, atom 10 (C): -0.035, atom 11 (C): -0.188, atom 12 (C): -0.152, atom 13 (C): -0.017, atom 14 (C): -0.205, atom 15 (N): -0.108, atom 16 (N): 0.043, atom 17 (C): -0.344, atom 18 (C): -0.070, atom 19 (C): -0.083, atom 20 (C): -0.098, atom 21 (C): -0.166, atom 22 (N): 0.048, atom 23 (H): 0.059, atom 24 (H): 0.091, atom 25 (H): 0.105, atom 26 (H): 0.133, atom 27 (H): 0.085, atom 28 (H): 0.104, atom 29 (H): 0.062, atom 30 (H): 0.065, atom 31 (H): 0.073, atom 32 (H): 0.093, atom 33 (H): 0.063, atom 34 (H): 0.045, atom 35 (H): 0.118, atom 36 (Se): -0.213, atom 37 (Sb): 0.128, atom 38 (Se): -0.239, atom 39 (Se): -0.233, atom 40 (Se): -0.381, atom 41 (O): 0.092, atom 42 (C): -0.416, atom 43 (O): 0.044, atom 44 (C): -0.146, atom 45 (C): -0.012, atom 46 (C): -0.077, atom 47 (C): -0.075, atom 48 (C): -0.076, atom 49 (C): 0.011, atom 50 (H): 0.140, atom 51 (H): 0.112, atom 52 (H): 0.091, atom 53 (H): 0.093, atom 54 (H): 0.112

=====

DFT (ωB97M-V with the def2-TZVPD basis set) results for a structure of composition C24H18AuBCl2F4N3O2Se2.

Calculated values
highest occupied orbital energy (alpha / beta)	-10.97 / -10.96	eV
energy relative to the best compared isomer or geometry (same formula, charge and spin)	257.1	kJ/mol
frontier orbital gap (alpha / beta)	0.2396 / 0.1194	Eh
⟨S²⟩	2.015
F_max	0.061	hartree/bohr

The geometry in ORCA input format:
```
! wB97M-V def2-TZVPD RIJCOSX def2/J DEFGRID3
* xyz 1 3
Au -0.03 0.26 -0.05
Se -0.82 -1.15 2.17
Se -2.99 -1.08 1.42
C -3.03 0.54 0.42
C -4.30 1.00 0.09
C -4.42 2.15 -0.66
C -3.26 2.84 -1.01
C -2.04 2.32 -0.63
N -1.92 1.18 0.05
C -0.28 -2.68 1.12
C -0.32 -3.98 1.56
C 0.04 -4.96 0.64
C 0.43 -4.60 -0.64
C 0.45 -3.25 -0.97
N 0.10 -2.33 -0.09
H -5.16 0.42 0.41
H -5.38 2.51 -0.98
H -3.30 3.75 -1.59
H -1.11 2.82 -0.89
H -0.64 -4.21 2.57
H 0.02 -6.00 0.93
H 0.71 -5.34 -1.37
H 0.74 -2.88 -1.94
F -2.09 -1.22 -1.32
B -1.86 -0.60 -2.58
F -0.66 0.18 -2.36
F -1.63 -1.53 -3.52
F -2.88 0.27 -2.83
Cl 3.19 5.01 3.42
C 1.58 4.65 2.91
C 0.85 5.61 2.22
C -0.44 5.33 1.80
C -1.00 4.09 2.06
C -0.28 3.13 2.76
Cl -1.08 1.64 3.15
C 1.03 3.38 3.20
N 1.76 2.51 3.95
C 1.65 1.11 4.02
C 1.20 0.53 5.19
C 1.13 -0.85 5.32
C 1.56 -1.65 4.28
C 2.04 -1.08 3.12
C 2.10 0.30 2.95
C 2.66 0.92 1.71
C 2.90 -0.13 0.58
O 3.99 -0.63 0.49
O 1.91 -0.38 -0.18
H 1.31 6.57 2.02
H -1.02 6.08 1.28
H -2.01 3.87 1.75
H 2.64 2.91 4.28
H 0.87 1.17 6.00
H 0.76 -1.28 6.24
H 1.53 -2.73 4.38
H 2.44 -1.72 2.33
H 3.63 1.37 1.91
H 1.98 1.69 1.32
*
```

In elementary charge units, the Löwdin charges are: atom 1 (Au): 1.107, atom 2 (Se): 0.809, atom 3 (Se): 1.037, atom 4 (C): -0.611, atom 5 (C): -0.055, atom 6 (C): 0.010, atom 7 (C): 0.014, atom 8 (C): -0.097, atom 9 (N): -0.109, atom 10 (C): -0.602, atom 11 (C): -0.058, atom 12 (C): -0.022, atom 13 (C): 0.009, atom 14 (C): -0.058, atom 15 (N): -0.004, atom 16 (H): 0.118, atom 17 (H): 0.132, atom 18 (H): 0.132, atom 19 (H): 0.137, atom 20 (H): 0.115, atom 21 (H): 0.122, atom 22 (H): 0.123, atom 23 (H): 0.141, atom 24 (F): 0.012, atom 25 (B): -1.313, atom 26 (F): 0.023, atom 27 (F): 0.211, atom 28 (F): 0.179, atom 29 (Cl): 0.755, atom 30 (C): -0.570, atom 31 (C): -0.093, atom 32 (C): -0.078, atom 33 (C): -0.128, atom 34 (C): -0.537, atom 35 (Cl): 0.724, atom 36 (C): -0.300, atom 37 (N): 0.067, atom 38 (C): -0.263, atom 39 (C): -0.026, atom 40 (C): -0.071, atom 41 (C): -0.109, atom 42 (C): -0.095, atom 43 (C): -0.184, atom 44 (C): -0.043, atom 45 (C): -0.660, atom 46 (O): 0.108, atom 47 (O): -0.131, atom 48 (H): 0.113, atom 49 (H): 0.109, atom 50 (H): 0.094, atom 51 (H): 0.100, atom 52 (H): 0.125, atom 53 (H): 0.113, atom 54 (H): 0.112, atom 55 (H): 0.122, atom 56 (H): 0.144, atom 57 (H): 0.101